[1]
Entry from OMol25: a structure of composition C15H32FeI2N5O2PSi at a distorted geometry (wB97M-V/def2-TZVPD).

Calculated values
- Kohn-Sham gap (alpha / beta) (eV) = 5.535 / 6.292
- charge = +3
- HOMO (alpha / beta) (hartree) = -0.5767 / -0.5805
- ΔE to the lowest compared entry with this formula, charge and spin (kcal/mol) = 3.1
- strongest force on any atom (Eh/bohr) = 0.0455
- 2S+1 = 2

Last column: Mulliken spin population.
Element x y z (Å)
Fe: -0.121 0.638 0.037  1.122
I: 2.198 -0.636 1.583  -0.006
C: 3.362 1.051 1.029  -0.002
I: 2.385 2.162 -0.495  -0.005
H: 4.320 0.717 0.652  0.000
H: 3.470 1.692 1.895  0.000
C: 0.032 3.957 1.920  -0.001
C: -0.569 2.704 2.461  -0.025
C: -1.133 2.685 3.773  0.020
C: -1.764 1.560 4.256  -0.006
C: -1.880 0.436 3.445  0.014
C: -1.298 0.500 2.171  -0.009
N: -0.619 1.619 1.731  -0.028
N: -1.261 -0.427 1.187  -0.043
Si: -2.277 -1.943 1.238  0.002
C: -2.040 -2.798 -0.401  -0.003
C: -1.585 -3.011 2.593  -0.010
C: -4.040 -1.425 1.473  0.007
H: -0.679 4.776 2.040  0.000
H: 0.279 3.858 0.869  0.001
H: 0.930 4.234 2.476  -0.002
H: -1.076 3.580 4.379  0.001
H: -2.187 1.561 5.251  0.000
H: -2.401 -0.446 3.783  0.002
H: -1.336 -3.621 -0.251  0.000
H: -1.693 -2.114 -1.179  0.003
H: -2.990 -3.229 -0.726  0.000
H: -0.525 -3.229 2.437  0.001
H: -2.113 -3.968 2.600  -0.001
H: -1.694 -2.584 3.589  0.000
H: -4.373 -0.757 0.676  0.000
H: -4.218 -0.930 2.427  0.000
H: -4.677 -2.313 1.442  0.000
C: -4.341 2.324 -2.805  0.001
C: -3.121 3.142 -2.365  0.000
C: -2.168 2.340 -1.600  0.009
N: -1.422 1.707 -1.003  -0.027
H: -5.003 2.967 -3.381  0.000
H: -4.893 1.951 -1.945  0.000
H: -4.047 1.484 -3.432  0.000
H: -3.414 3.982 -1.733  0.000
H: -2.584 3.554 -3.220  0.001
N: 1.935 -0.313 -5.046  0.000
C: 2.259 -0.553 -3.592  0.000
P: 0.740 -1.294 -2.814  -0.002
O: -0.180 -1.494 -3.981  0.000
O: 0.380 -0.483 -1.617  -0.012
C: 1.183 -3.039 -2.350  0.000
N: 0.114 -3.929 -2.921  0.000
H: 1.871 0.681 -5.268  0.000
H: 0.999 -0.743 -5.213  0.000
H: 2.623 -0.719 -5.682  0.000
H: 2.511 0.391 -3.118  0.000
H: 3.129 -1.205 -3.530  0.000
H: 1.262 -3.193 -1.277  0.000
H: 2.122 -3.332 -2.816  0.000
H: -0.672 -4.028 -2.270  0.000
H: 0.458 -4.862 -3.155  0.000
H: -0.261 -3.457 -3.765  0.000

---

[2]
Entry from OMol25: a structure of composition C40H24CrN11S2 at a distorted geometry (wB97M-V/def2-TZVPD).

Calculated values
- Kohn-Sham gap (alpha / beta) (eV) = 4.718 / 4.731
- charge = -1
- HOMO (alpha / beta) (hartree) = -0.1063 / -0.1068
- strongest force on any atom (Eh/bohr) = 0.0263

Last column: Mulliken charge in e.
Element x y z (Å)
Cr: 0.108 -0.314 0.355  -0.731
C: 4.512 -3.067 -3.798  -0.646
C: 3.398 -3.659 -4.395  -0.691
C: 2.135 -3.536 -3.833  -0.452
C: 2.020 -2.783 -2.680  0.021
C: 0.896 -2.519 -1.751  0.033
N: -0.454 -2.802 -2.102  0.074
C: -1.520 -1.958 -1.564  1.177
C: -2.773 -1.815 -2.409  -1.046
C: -2.980 -1.901 -3.767  -0.537
C: -4.211 -1.488 -4.277  -0.793
C: -5.188 -0.976 -3.434  -0.473
C: -4.992 -0.909 -2.056  -0.804
C: -3.787 -1.355 -1.552  0.233
C: -2.723 -0.742 0.717  0.627
N: -3.111 0.390 1.192  -0.945
C: -2.179 1.042 1.927  -0.684
N: -0.854 0.874 1.797  0.779
C: -0.253 1.638 2.791  -0.525
N: 1.021 1.735 3.076  -0.410
C: 1.970 1.090 2.425  -1.323
N: 1.831 0.147 1.413  0.280
C: 3.080 -0.093 0.925  -0.620
N: 3.465 -0.832 -0.122  -0.572
C: 2.642 -1.483 -0.892  -0.430
N: 1.293 -1.582 -0.789  0.698
C: 3.127 -2.196 -2.078  0.250
C: 4.392 -2.333 -2.627  -0.016
C: 4.058 0.663 1.665  0.659
C: 5.434 0.809 1.498  -0.209
C: 6.092 1.703 2.318  -0.650
C: 5.393 2.441 3.290  -0.513
C: 4.029 2.304 3.455  -0.444
C: 3.355 1.400 2.631  0.836
C: -1.257 2.354 3.532  0.359
C: -1.210 3.245 4.601  -0.266
C: -2.402 3.764 5.070  -0.588
C: -3.632 3.403 4.495  -0.606
C: -3.689 2.507 3.446  -0.398
C: -2.490 1.985 2.965  0.389
N: -1.638 -1.562 0.907  -0.737
H: 5.485 -3.187 -4.257  0.393
H: 3.526 -4.222 -5.312  0.380
H: 1.272 -4.020 -4.271  0.474
H: -2.197 -2.273 -4.417  0.505
H: -4.400 -1.548 -5.341  0.402
H: -6.130 -0.641 -3.851  0.393
H: -5.757 -0.526 -1.393  0.488
H: 5.248 -1.871 -2.154  0.565
H: 5.951 0.243 0.733  0.522
H: 7.160 1.848 2.203  0.380
H: 5.941 3.140 3.911  0.377
H: 3.485 2.882 4.192  0.528
H: -0.262 3.514 5.051  0.538
H: -2.389 4.458 5.902  0.384
H: -4.546 3.834 4.888  0.370
H: -4.630 2.211 2.999  0.502
C: -2.281 -4.213 1.846  -0.827
S: -2.651 -4.110 0.080  -0.133
C: -2.174 -2.360 -0.191  1.359
S: 0.194 -4.146 -1.139  -0.335
N: -3.415 -1.555 -0.211  -0.326
N: -0.996 -0.616 -1.297  1.171
C: -1.219 0.400 -2.063  -0.790
C: -0.590 1.614 -1.670  0.382
C: -0.930 2.864 -2.204  -1.161
C: -0.361 4.001 -1.689  -0.372
C: 0.596 3.866 -0.680  -1.091
C: 0.913 2.606 -0.225  0.144
N: 0.322 1.489 -0.666  0.613
H: -2.544 -5.222 2.157  0.422
H: -2.873 -3.478 2.385  0.242
H: -1.221 -4.025 1.996  0.145
H: -1.859 0.350 -2.939  0.353
H: -1.679 2.909 -2.985  0.454
H: -0.650 4.982 -2.043  0.427
H: 1.078 4.730 -0.245  0.464
H: 1.674 2.484 0.535  0.356

---

[3]
Entry from OMol25: a structure of composition C34H31N3O3PRuS at a distorted geometry (wB97M-V/def2-TZVPD).

Calculated values
- Kohn-Sham gap (alpha / beta) (eV) = 7.155 / 5.843
- charge = +1
- HOMO (alpha / beta) (hartree) = -0.3887 / -0.4093
- ΔE to the lowest compared entry with this formula, charge and spin (kcal/mol) = 40.8
- strongest force on any atom (Eh/bohr) = 0.0373
- 2S+1 = 5

Last column: Mulliken spin population.
Element x y z (Å)
Ru: -1.458 1.495 0.023  2.989
C: 2.112 -1.175 -1.914  0.035
C: 1.969 -1.535 -0.581  -0.001
C: 1.500 -0.618 0.345  0.074
C: 1.193 0.681 -0.061  -0.032
C: 1.324 1.034 -1.412  0.079
C: 1.777 0.105 -2.333  -0.019
P: 0.753 2.061 1.075  0.173
C: 2.398 2.778 1.369  0.109
C: 2.496 4.128 1.705  0.011
C: 3.736 4.676 1.990  -0.003
C: 4.872 3.883 1.946  0.006
C: 4.777 2.543 1.596  0.003
C: 3.544 1.987 1.293  0.010
C: 0.306 1.235 2.631  -0.047
C: 1.216 0.762 3.547  0.014
C: 0.767 0.168 4.738  -0.011
C: -0.570 0.115 5.031  0.026
C: -1.534 0.619 4.130  0.012
C: -2.919 0.659 4.421  0.097
C: -3.813 1.200 3.536  -0.036
C: -3.378 1.682 2.285  -0.060
C: -2.050 1.602 1.959  0.047
C: -1.086 1.141 2.890  0.010
H: 2.503 -1.891 -2.625  -0.002
H: 2.232 -2.534 -0.257  0.002
H: 1.393 -0.900 1.385  0.006
H: 1.104 2.051 -1.721  0.011
H: 1.879 0.384 -3.374  0.000
H: 1.601 4.733 1.744  -0.002
H: 3.815 5.726 2.234  0.000
H: 5.839 4.308 2.182  0.000
H: 5.666 1.928 1.548  0.001
H: 3.479 0.947 1.002  0.002
H: 2.277 0.861 3.359  -0.001
H: 1.494 -0.223 5.437  0.000
H: -0.905 -0.296 5.976  0.001
H: -3.263 0.269 5.371  0.003
H: -4.865 1.248 3.781  0.001
H: -4.096 2.101 1.589  0.014
C: -0.419 -2.708 -4.516  -0.004
C: -1.859 -2.242 -4.321  -0.001
N: -1.948 -0.827 -3.935  0.018
C: -2.260 0.151 -4.977  0.009
C: -1.014 0.787 -5.588  -0.005
C: -1.731 -0.480 -2.667  0.009
S: -1.907 1.223 -2.285  0.177
N: -1.407 -1.465 -1.833  0.027
C: -1.425 -1.466 -0.516  0.002
O: -1.797 -0.507 0.236  0.042
C: -1.014 -2.719 0.157  0.004
C: -0.658 -3.860 -0.557  0.004
C: -0.228 -4.989 0.118  0.001
C: -0.151 -4.990 1.504  0.001
C: -0.493 -3.850 2.220  0.000
C: -0.929 -2.721 1.551  -0.004
H: -0.406 -3.771 -4.756  0.000
H: 0.153 -2.544 -3.605  0.004
H: 0.053 -2.163 -5.334  -0.001
H: -2.330 -2.838 -3.543  0.002
H: -2.416 -2.360 -5.249  0.000
H: -2.881 0.933 -4.544  0.003
H: -2.836 -0.355 -5.749  0.001
H: -0.425 1.287 -4.819  0.002
H: -1.318 1.534 -6.320  0.000
H: -0.391 0.047 -6.088  0.000
H: -0.723 -3.856 -1.637  0.000
H: 0.050 -5.877 -0.435  0.000
H: 0.169 -5.883 2.023  0.000
H: -0.418 -3.843 3.299  0.000
H: -1.211 -1.830 2.097  0.006
O: -0.735 4.146 1.668  0.078
N: -1.342 4.483 0.673  0.050
O: -1.838 3.613 -0.112  0.056

---

[4]
Entry from OMol25: a cluster of 2 separate species, Cl2H2OP2 in total at a distorted geometry (wB97M-V/def2-TZVPD).

Calculated values
- Kohn-Sham gap (eV) = 7.681
- HOMO (hartree) = -0.3369
- ΔE to the lowest compared entry with this formula, charge and spin (kcal/mol) = 52.9
- strongest force on any atom (Eh/bohr) = 0.0516

Last column: Mulliken charge in e.
Element x y z (Å)
O: 1.052 0.052 1.623  -0.486
P: 0.266 -1.014 -1.185  -0.074
P: 1.396 0.008 0.186  0.597
Cl: 2.383 1.612 -0.503  -0.134
Cl: -2.597 0.279 -0.239  -0.247
H: -1.790 0.798 0.506  0.244
H: -0.710 -1.735 -0.389  0.100

---

no.,energy (eV)
1,-95352.833
2,-108354.674
3,-69070.597
4,-45701.884